# 1
A 2-piece molecular cluster, C3H7NO2P overall, computed with ωB97M-V with the def2-TZVPD basis set.

Structure (XYZ):
```
14
Properties=species:S:1:pos:R:3:forces:R:3
H -1.910263 -1.261312 0.979839 -0.861 -1.169 0.035
H 0.076596 1.730178 -1.948843 -0.747 1.323 -1.209
H 0.520464 1.941380 -0.239185 -0.425 -0.442 -2.109
O 2.690401 -2.417317 -0.525037 2.071 -1.619 -0.038
C -0.489961 0.216851 -0.625493 3.350 -2.743 2.266
H 1.279900 0.872095 -1.286333 -0.040 -0.271 -0.083
H -0.194803 1.188596 1.190534 -0.487 -0.361 0.493
H -1.198154 -0.354562 -1.165124 -0.153 -0.041 -1.555
C -0.761848 0.340805 0.771482 -0.413 0.783 2.831
C -1.508562 -0.481775 1.569687 1.053 1.502 -2.870
H -1.776978 -0.391768 2.596768 0.324 0.240 0.520
O 1.045657 -0.963959 -0.658181 -4.184 3.483 -1.346
N 0.361595 1.312849 -1.103987 0.676 -0.414 2.296
P 1.865955 -1.732061 0.443874 -0.164 -0.271 0.768
```
Positions in Å, forces in eV/Å.

The lowest unoccupied orbital energy (spin up / spin down) is -5.88 / -5.88 eV. As for the total charge: +1. Its largest force on an atom is 5.6 eV/Å. The energy above the lowest of the compared OMol25 structures with the same formula, charge and spin is 58.4 kcal per mole.

=====

# 2
C9H24FN3O9 as an isolated structure, computed with ωB97M-V with the def2-TZVPD basis set.

Structure (XYZ):
```
46
Properties=species:S:1:pos:R:3:forces:R:3
H 0.004113 -2.640816 3.746826 0.191 0.797 0.018
H 2.462031 -0.254311 -1.933753 -0.957 -1.673 -0.402
H -3.836604 -1.855347 -1.391020 0.012 0.583 -0.366
H -2.541857 3.279031 -1.478819 -0.170 0.136 -0.172
H 2.220395 1.098862 -2.977894 -0.429 -0.272 0.036
N 2.752174 0.666059 -2.235748 1.339 0.438 0.018
H 0.007756 -0.088277 0.163948 -1.128 -0.114 -0.453
H 2.012868 -4.782272 -1.643779 -0.421 0.176 0.694
H 1.521267 5.547306 0.253806 -0.359 0.072 -0.210
H 2.756321 1.245396 -1.407000 -0.540 1.278 0.777
O -2.161176 -0.890213 4.221524 -1.440 -1.454 0.928
C -2.580027 -0.041436 -0.991474 -0.396 -2.695 -1.647
F -0.909234 -3.280362 2.149335 0.540 -0.087 -1.076
H -2.214289 1.688317 -1.437215 -1.028 -1.514 -0.828
H -1.168330 2.831554 -0.715938 0.497 0.012 0.952
C -2.195774 -2.235204 3.711868 0.429 -0.586 2.198
C -0.827741 -2.353501 3.104147 -1.912 0.514 -0.633
O -1.431197 1.029267 3.387627 0.699 -2.716 -0.332
H 3.435769 -4.260944 -0.657528 -0.066 -0.431 -0.115
C 1.271015 4.856596 -0.550126 0.392 -0.637 -1.263
H 3.722000 0.613141 -2.518673 0.235 -0.242 -0.291
N 0.828604 0.134089 0.715649 0.057 0.130 0.132
O -1.351324 -0.031207 -0.837253 0.936 0.261 0.805
H -2.569763 -2.031497 -0.231923 -0.140 0.114 0.397
C 2.331592 -2.629635 -1.431866 0.306 -0.414 -0.614
H 1.492495 -0.602988 0.498365 0.826 -0.616 -0.004
O 2.158274 2.582517 -0.326898 0.720 0.334 -0.457
H 0.356106 5.051430 -1.110910 -0.681 0.335 1.023
H -4.069964 -1.070728 0.152091 0.017 -0.218 0.198
C 2.837486 -4.074714 -1.549118 -0.107 -0.353 0.522
O -3.170386 0.831333 -1.674297 -2.137 -1.248 0.378
H -1.210127 2.774910 -2.308174 -0.205 -0.289 -0.395
H 0.541020 0.189122 1.682399 0.192 -0.070 0.075
N -1.785027 2.607957 -1.493535 2.480 4.733 0.305
H -2.282624 -2.909671 4.563477 -0.341 0.072 -0.032
H -2.988742 -2.419473 2.987587 0.121 0.290 -0.102
O 1.788211 -2.126625 -2.422237 -0.314 0.762 -1.105
H 1.925413 4.980110 -1.413941 0.976 -0.093 0.526
O 2.514586 -2.004131 -0.358264 0.301 0.283 0.968
C 1.232866 3.404382 -0.069979 -0.812 -0.827 0.017
H 1.124536 1.055272 0.415823 0.518 0.751 -0.118
C -1.429907 -0.197114 3.391405 -1.115 4.865 0.276
O -0.812815 -0.985371 2.548042 2.512 -2.022 -0.927
H 3.368351 -4.397645 -2.444962 0.452 0.976 -0.143
O 0.187971 3.021423 0.512293 -0.140 0.522 -0.079
C -3.316314 -1.324591 -0.593885 0.092 0.135 0.524
```
Positions in Å, forces in eV/Å.

The lowest unoccupied orbital energy is 0.08 eV. As for the total charge: 0. Its largest force on an atom is 5.4 eV/Å. The energy above the lowest of the compared OMol25 structures with the same formula, charge and spin is 14.6 kcal per mole.

=====

# 3
C12H18O2S2 in the gas phase, computed with ωB97M-V with the def2-TZVPD basis set.

Structure (XYZ):
```
34
Properties=species:S:1:pos:R:3:forces:R:3
H 2.066311 1.776432 1.811552 -0.580 -0.274 -0.415
C -0.595267 -2.031204 -1.846049 -0.715 1.626 -2.561
H 1.411415 -2.676690 -1.820802 -0.096 -0.577 -0.050
C 1.554960 0.803743 1.783312 -0.481 1.272 -1.471
C 0.025525 -0.813497 0.814906 -0.321 0.353 -0.646
C 0.212016 -4.025070 -3.147057 0.777 -0.501 0.747
H 0.640913 4.248479 0.565453 0.073 0.427 0.465
C -1.234366 3.383752 1.067781 1.334 -0.461 0.077
S -1.272724 -1.264793 -0.390427 -0.021 -0.025 1.512
H -0.188951 -2.674458 1.857355 0.356 0.324 0.196
H 0.249240 -3.784326 -0.965474 0.311 0.409 -0.717
H -1.536174 -2.438645 -2.295344 0.571 0.428 0.413
S 0.325715 1.663204 -0.551044 0.376 -0.575 0.431
H 2.559429 0.336371 3.549356 -0.049 -0.680 -0.271
C -0.378384 4.615438 0.761037 -0.249 -1.524 -0.499
O -1.158930 -4.399273 -3.249413 0.118 -0.151 0.308
O -0.551921 5.471078 1.851970 0.730 0.828 0.332
C 1.318472 -1.343050 2.791057 -0.197 0.149 -0.597
H -0.274380 -1.190212 -2.568580 -0.319 -1.208 1.018
H 0.079836 6.198869 1.762571 -0.267 -0.154 0.163
H -2.215030 3.742473 1.326929 -0.559 -0.086 0.221
C -1.295542 2.368295 -0.069143 1.033 -0.833 1.313
C 1.895318 -0.054282 2.770544 -0.308 -1.366 0.891
H 0.866386 -4.943650 -3.102810 -0.552 0.840 0.276
H -0.756951 2.875565 1.947925 -0.663 0.463 -0.513
H -1.551404 2.779945 -1.002646 -1.012 0.644 -1.077
H -0.696586 5.075360 -0.167810 -0.314 0.274 -0.349
H -1.895651 1.493790 0.194503 -0.282 0.348 -0.260
C 0.314805 -1.703676 1.868329 1.047 0.674 -0.281
C 0.412141 -3.134741 -1.864825 0.071 -1.162 0.264
H -1.187960 -5.185427 -3.797624 -0.189 -0.062 -0.051
C 0.634724 0.458834 0.753933 0.396 0.086 0.676
H 0.478196 -3.540944 -4.078205 0.305 0.644 -0.077
H 1.744818 -2.087692 3.438740 -0.324 -0.147 0.531
```
Positions in Å, forces in eV/Å.

As for the SMILES: OCCCSc1ccccc1SCCCO. The lowest unoccupied orbital energy is 0.67 eV. As for the total charge: 0. Its largest force on an atom is 3.1 eV/Å. The energy above the lowest of the compared OMol25 structures with the same formula, charge and spin is 2.4 kcal per mole.